A molecular structure, C26H19AuN3O2S. Source: the OMol25 dataset; level of theory: wB97M-V/def2-TZVPD.

Its HOMO energy is -11.18 eV. The calculation puts the HOMO-LUMO gap at 7.50 eV. The value obtained for the LUMO energy is -3.7 eV. Its total charge is +1.

Atoms and positions in Å:
Au (-0.228, 0.484, 0.482)
O (3.600, 1.126, -1.007)
S (2.546, 0.154, -1.122)
O (1.555, 0.320, -2.143)
N (1.717, 0.022, 0.290)
C (2.334, -0.283, 1.511)
C (3.670, -0.204, 1.803)
C (4.158, -0.700, 3.033)
C (3.333, -1.276, 3.951)
C (1.948, -1.380, 3.674)
C (1.022, -1.970, 4.557)
C (-0.299, -2.039, 4.209)
C (-0.707, -1.499, 2.983)
N (0.124, -0.930, 2.133)
C (1.454, -0.873, 2.459)
C (3.305, -1.433, -1.278)
C (4.458, -1.497, -2.051)
C (5.064, -2.726, -2.253)
C (4.526, -3.870, -1.679)
C (3.377, -3.792, -0.905)
C (2.755, -2.570, -0.704)
H (4.354, 0.237, 1.092)
H (5.218, -0.617, 3.236)
H (3.713, -1.648, 4.893)
H (1.369, -2.364, 5.504)
H (-1.035, -2.487, 4.861)
H (-1.751, -1.541, 2.708)
H (4.875, -0.594, -2.477)
H (5.961, -2.789, -2.855)
H (5.006, -4.827, -1.835)
H (2.961, -4.686, -0.459)
H (1.852, -2.502, -0.112)
C (-4.492, 0.091, 0.847)
C (-4.943, 1.317, 0.370)
C (-4.034, 2.241, -0.103)
C (-2.677, 1.945, -0.077)
N (-2.255, 0.778, 0.450)
C (-3.138, -0.140, 0.869)
C (-1.603, 2.773, -0.604)
C (-1.808, 4.026, -1.172)
C (-0.732, 4.750, -1.652)
C (0.547, 4.226, -1.553)
C (0.769, 2.969, -0.997)
C (-0.310, 2.241, -0.543)
H (-5.176, -0.672, 1.187)
H (-6.002, 1.537, 0.347)
H (-4.369, 3.184, -0.509)
H (-2.729, -1.084, 1.193)
H (-2.805, 4.442, -1.232)
H (-0.889, 5.725, -2.092)
H (1.394, 4.792, -1.916)
H (1.782, 2.607, -0.933)


A molecular structure, C26H19IrN7OS3. Source: the OMol25 dataset; level of theory: wB97M-V/def2-TZVPD.

Its HOMO energy (alpha / beta) is -0.11 / -0.10 eV. The calculation puts the HOMO-LUMO gap (alpha / beta) at 4.01 / 4.00 eV. The value obtained for the LUMO energy (alpha / beta) is 3.9 / 3.9 eV. Its total charge is -2. Its expectation value of S² is 0.7644. As for the spin multiplicity: 2.

Atoms and positions in Å:
Ir (0.053, 0.021, -0.959)
N (0.233, 0.075, 3.402)
C (-0.681, -0.945, 3.300)
C (-1.341, -1.697, 4.263)
C (-2.202, -2.676, 3.807)
C (-2.388, -2.892, 2.436)
C (-1.730, -2.137, 1.485)
C (-0.866, -1.137, 1.927)
N (-0.060, -0.235, 1.222)
C (0.577, 0.453, 2.139)
C (1.560, 1.493, 1.906)
C (2.180, 2.296, 2.821)
S (3.285, 3.320, 2.009)
C (2.839, 2.573, 0.500)
N (1.928, 1.681, 0.616)
H (0.593, 0.484, 4.243)
H (-1.185, -1.525, 5.321)
H (-2.737, -3.291, 4.520)
H (-3.061, -3.675, 2.112)
H (-1.872, -2.306, 0.430)
H (2.036, 2.356, 3.888)
H (3.257, 2.892, -0.442)
C (4.099, -0.384, -3.779)
C (2.763, -0.242, -3.084)
S (2.705, -0.290, -1.416)
C (1.601, -0.054, -3.848)
C (1.664, -0.003, -5.361)
S (0.070, 0.101, -3.206)
H (4.881, -0.513, -3.032)
H (4.336, 0.498, -4.381)
H (4.112, -1.250, -4.446)
H (2.681, -0.120, -5.728)
H (1.276, 0.949, -5.729)
H (1.052, -0.795, -5.800)
O (-0.039, 2.128, -0.928)
N (0.043, -2.057, -1.018)
C (0.092, -3.208, -1.082)
C (0.115, -4.609, -1.157)
C (0.790, -5.364, -0.173)
N (1.344, -5.983, 0.633)
C (-0.541, -5.278, -2.212)
N (-1.083, -5.840, -3.066)
C (-2.068, 0.279, -1.005)
C (-2.217, 1.451, -0.119)
C (-1.716, 2.656, -0.732)
C (-1.771, 3.842, 0.070)
C (-2.058, 3.752, 1.432)
C (-2.422, 2.546, 2.047)
C (-2.526, 1.416, 1.214)
C (-2.018, 4.943, 2.235)
N (-1.987, 5.900, 2.881)
H (-2.299, 0.521, -2.042)
H (-2.565, -0.623, -0.650)
H (-1.766, 2.759, -1.812)
H (-1.556, 4.807, -0.373)
H (-2.658, 2.504, 3.102)
H (-2.748, 0.434, 1.617)


A molecular structure, C26H20AgN4O2S. Source: the OMol25 dataset; level of theory: wB97M-V/def2-TZVPD.

Its HOMO energy is -4.08 eV. The calculation puts the HOMO-LUMO gap at 6.46 eV. The value obtained for the LUMO energy is 2.4 eV. Its total charge is -1.

Atoms and positions in Å:
Ag (-0.623, -2.877, -0.907)
C (6.660, 4.263, 4.013)
O (5.732, 3.276, 4.402)
C (4.421, 3.488, 4.063)
C (3.953, 4.622, 3.418)
C (2.594, 4.734, 3.130)
C (1.712, 3.716, 3.445)
C (2.190, 2.589, 4.116)
C (3.529, 2.478, 4.423)
N (0.313, 3.925, 3.229)
N (-0.392, 3.121, 2.580)
C (0.058, 2.028, 1.837)
C (1.304, 1.869, 1.223)
C (1.602, 0.805, 0.397)
C (0.671, -0.228, 0.122)
O (0.937, -1.216, -0.608)
C (-0.659, -0.052, 0.718)
N (-1.575, -0.995, 0.414)
C (-2.793, -0.890, 0.888)
C (-3.189, 0.179, 1.708)
C (-2.275, 1.143, 2.034)
C (-0.955, 1.059, 1.535)
H (7.636, 3.910, 4.338)
H (6.449, 5.225, 4.491)
H (6.669, 4.399, 2.928)
H (4.620, 5.426, 3.142)
H (2.211, 5.622, 2.642)
H (1.504, 1.794, 4.379)
H (3.915, 1.607, 4.937)
H (2.069, 2.620, 1.360)
H (2.576, 0.732, -0.070)
H (-3.490, -1.675, 0.614)
H (-4.206, 0.227, 2.075)
H (-2.538, 1.981, 2.665)
C (-1.295, -0.427, -3.213)
C (-1.917, -1.674, -3.776)
C (-2.575, -1.662, -5.030)
C (-3.139, -2.814, -5.486)
C (-3.068, -3.999, -4.719)
C (-3.646, -5.210, -5.160)
C (-3.536, -6.318, -4.365)
C (-2.865, -6.262, -3.134)
C (-2.279, -5.106, -2.643)
S (-1.474, -5.148, -1.100)
C (-2.389, -3.931, -3.476)
N (-1.837, -2.764, -3.055)
H (-1.302, 0.387, -3.938)
H (-0.270, -0.621, -2.892)
H (-1.842, -0.109, -2.323)
H (-2.619, -0.746, -5.604)
H (-3.650, -2.843, -6.443)
H (-4.161, -5.239, -6.113)
H (-3.970, -7.259, -4.682)
H (-2.795, -7.159, -2.531)


A molecular structure, C26H20BBrN11OSSeW. Source: the OMol25 dataset; level of theory: wB97M-V/def2-TZVPD.

Its HOMO energy (alpha / beta) is -9.14 / -9.70 eV. The calculation puts the HOMO-LUMO gap (alpha / beta) at 5.87 / 6.01 eV. The value obtained for the LUMO energy (alpha / beta) is -3.3 / -3.7 eV. Its total charge is +1. Its expectation value of S² is 2.0152. As for the spin multiplicity: 3.

Atoms and positions in Å:
W (-0.373, -0.313, 0.293)
C (0.866, 2.946, -2.654)
C (1.021, 1.674, -2.111)
N (0.004, 1.383, -1.294)
N (-0.824, 2.452, -1.325)
C (-0.329, 3.397, -2.133)
B (-2.199, 2.399, -0.646)
N (-2.060, 2.286, 0.882)
C (-2.589, 3.070, 1.834)
C (-2.346, 2.493, 3.064)
C (-1.659, 1.317, 2.770)
N (-1.490, 1.205, 1.455)
N (-2.866, 1.128, -1.177)
C (-4.026, 1.013, -1.834)
C (-4.192, -0.306, -2.195)
C (-3.060, -0.944, -1.699)
N (-2.253, -0.077, -1.089)
H (1.517, 3.450, -3.346)
H (1.820, 0.974, -2.257)
H (-0.878, 4.310, -2.292)
H (-2.830, 3.372, -0.919)
H (-3.114, 3.968, 1.560)
H (-2.644, 2.857, 4.030)
H (-1.303, 0.540, 3.427)
H (-4.641, 1.882, -1.992)
H (-5.015, -0.748, -2.726)
H (-2.851, -1.994, -1.728)
S (5.678, -0.013, 5.248)
N (4.891, 1.176, 4.494)
C (3.970, 0.606, 3.735)
C (3.038, 1.303, 2.878)
C (3.003, 2.684, 2.718)
C (2.068, 3.218, 1.861)
C (1.201, 2.378, 1.178)
N (1.225, 1.046, 1.301)
C (2.128, 0.524, 2.154)
C (2.111, -0.921, 2.257)
N (1.159, -1.532, 1.531)
C (1.160, -2.868, 1.538)
C (2.077, -3.622, 2.255)
C (3.022, -2.996, 3.037)
C (3.042, -1.606, 3.048)
C (3.976, -0.810, 3.812)
N (4.901, -1.284, 4.630)
H (3.698, 3.306, 3.266)
H (1.988, 4.284, 1.702)
H (0.455, 2.797, 0.522)
H (0.365, -3.343, 0.981)
H (2.010, -4.700, 2.202)
H (3.734, -3.552, 3.632)
O (1.774, -4.155, -4.373)
C (1.357, -3.424, -3.334)
C (0.089, -3.523, -2.766)
C (-0.216, -2.694, -1.718)
N (0.623, -1.770, -1.199)
C (1.863, -1.757, -1.705)
Br (3.217, -0.718, -0.894)
C (2.267, -2.540, -2.769)
H (1.073, -4.735, -4.699)
H (-0.647, -4.236, -3.113)
H (-1.156, -2.772, -1.193)
H (3.276, -2.487, -3.147)
Se (-1.844, -1.874, 1.309)


A molecular structure, C26H20BrCaN2O2. Source: the OMol25 dataset; level of theory: wB97M-V/def2-TZVPD.

Its HOMO energy is -4.04 eV. The calculation puts the HOMO-LUMO gap at 6.69 eV. The value obtained for the LUMO energy is 2.7 eV. Its total charge is -1.

Atoms and positions in Å:
Ca (-0.005, -0.474, 0.403)
Br (-1.171, 0.449, -2.394)
C (-2.807, -0.522, -2.139)
C (-3.538, -0.728, -3.268)
C (-4.785, -1.387, -3.167)
C (-5.246, -1.777, -1.944)
C (-4.484, -1.551, -0.768)
C (-4.986, -1.928, 0.504)
C (-4.250, -1.682, 1.624)
C (-2.967, -1.089, 1.516)
C (-2.377, -0.718, 0.324)
C (-3.200, -0.929, -0.832)
H (-3.170, -0.390, -4.228)
H (-5.368, -1.562, -4.063)
H (-6.210, -2.268, -1.849)
H (-5.961, -2.399, 0.562)
H (-4.642, -1.953, 2.600)
H (-2.428, -0.921, 2.449)
C (1.428, -4.884, 2.922)
C (0.289, -4.102, 2.813)
C (0.055, -3.334, 1.675)
C (0.985, -3.287, 0.617)
C (2.128, -4.106, 0.739)
C (2.337, -4.882, 1.862)
N (0.804, -2.382, -0.419)
C (1.272, -2.693, -1.688)
C (1.156, -3.972, -2.265)
C (1.557, -4.214, -3.569)
C (2.085, -3.196, -4.361)
C (2.213, -1.930, -3.806)
C (1.828, -1.688, -2.495)
H (1.604, -5.490, 3.802)
H (-0.450, -4.108, 3.606)
H (-0.882, -2.791, 1.577)
H (2.866, -4.088, -0.054)
H (3.238, -5.483, 1.927)
H (0.728, -4.769, -1.669)
H (1.444, -5.211, -3.980)
H (2.391, -3.388, -5.382)
H (2.630, -1.122, -4.397)
H (1.972, -0.702, -2.068)
O (-0.985, 1.174, 3.311)
C (0.077, 0.582, 3.393)
C (0.696, 0.104, 4.708)
C (1.934, -0.675, 4.269)
C (1.990, -0.442, 2.762)
O (2.887, -0.827, 2.035)
N (0.879, 0.249, 2.326)
H (-0.040, -0.484, 5.255)
H (0.929, 0.982, 5.313)
H (1.850, -1.750, 4.431)
H (2.867, -0.342, 4.723)


A molecular structure, C26H20Cl2NO9W. Source: the OMol25 dataset; level of theory: wB97M-V/def2-TZVPD.

Its HOMO energy (alpha / beta) is -11.21 / -11.24 eV. The calculation puts the HOMO-LUMO gap (alpha / beta) at 7.18 / 7.15 eV. The value obtained for the LUMO energy (alpha / beta) is -4.0 / -4.1 eV. Its total charge is +1. Its expectation value of S² is 2.0114. As for the spin multiplicity: 3.

Atoms and positions in Å:
W (-1.563, 0.025, 0.577)
O (0.636, -0.773, 0.016)
C (1.630, -0.760, 1.139)
C (0.741, -0.519, 2.463)
O (1.242, -0.482, 3.574)
O (-0.509, -0.212, 2.310)
C (2.436, -2.041, 1.374)
C (3.766, -2.070, 0.894)
C (4.675, -2.966, 1.358)
C (4.265, -4.045, 2.168)
C (2.935, -4.134, 2.525)
C (1.997, -3.205, 2.070)
C (2.526, 0.445, 0.858)
C (2.388, 1.245, -0.281)
C (3.183, 2.377, -0.364)
C (4.146, 2.701, 0.648)
C (4.301, 1.887, 1.717)
C (3.428, 0.788, 1.876)
H (0.272, -1.671, 0.037)
H (4.205, -1.224, 0.374)
H (5.738, -2.896, 1.135)
H (5.004, -4.789, 2.518)
H (2.559, -4.913, 3.141)
H (0.962, -3.288, 2.315)
H (1.614, 1.056, -0.951)
H (2.923, 3.047, -1.206)
H (4.834, 3.547, 0.463)
H (5.162, 2.019, 2.366)
H (3.496, 0.180, 2.778)
O (-5.116, -1.401, -0.478)
C (-4.213, -0.591, -0.391)
O (-3.486, -0.467, 0.755)
C (-3.725, 0.289, -1.524)
C (-2.298, 0.219, -1.719)
C (-1.707, 1.149, -2.562)
C (-2.507, 2.029, -3.183)
O (-2.082, 2.861, -4.175)
C (-3.304, 3.295, -4.858)
O (-4.431, 2.866, -4.061)
C (-3.925, 2.030, -3.123)
C (-4.558, 1.213, -2.199)
H (-1.937, -0.796, -1.680)
H (-0.649, 1.098, -2.661)
H (-3.347, 2.835, -5.852)
H (-3.256, 4.427, -4.891)
H (-5.628, 1.040, -2.188)
Cl (-0.890, 4.669, -1.123)
C (-1.325, 4.016, 0.581)
Cl (-0.095, 4.603, 1.776)
C (-1.484, 2.535, 0.551)
O (-2.487, 1.967, 1.101)
O (-0.578, 1.801, -0.001)
H (-2.279, 4.514, 0.877)
C (-2.457, -4.725, 0.576)
C (-2.045, -3.341, 0.457)
N (-1.532, -2.287, 0.298)
H (-3.533, -4.712, 0.344)
H (-2.263, -5.069, 1.564)
H (-1.851, -5.398, -0.101)